# 1
A structure of composition C41H67Br30FI2N2S in a non-equilibrium geometry, computed with ωB97M-V with the def2-TZVPD basis set.

Element x y z (Å)
C 3.406 -3.383 1.620
C 3.892 -2.164 0.656
I 6.008 -1.913 0.250
C 2.898 -1.284 0.096
I 3.405 0.422 -1.176
C 1.368 -1.658 0.473
C 0.827 -1.085 1.827
N -0.495 -1.372 2.313
C -1.234 -2.244 1.436
C -2.695 -2.672 1.875
F -3.164 -2.184 3.131
C -3.584 -3.610 1.022
C -2.998 -4.136 -0.364
C -1.573 -3.712 -0.795
S -0.968 -4.417 -2.418
C -0.629 -2.763 0.068
N 0.678 -2.507 -0.463
H 4.262 -4.086 1.904
H 2.572 -4.012 1.138
H 2.929 -2.861 2.535
H 1.529 -0.430 2.465
H -4.628 -3.959 1.318
H -3.607 -4.811 -1.047
H 0.386 -4.069 -2.561
Br 8.754 -1.539 3.782
C 9.651 0.159 3.437
C 9.279 0.709 2.083
Br 10.218 -0.230 0.656
H 10.720 -0.018 3.553
H 9.309 0.826 4.231
H 9.593 1.751 1.991
H 8.213 0.635 1.864
Br 9.302 3.747 -1.293
C 11.128 4.408 -1.461
C 12.133 3.319 -1.182
Br 12.289 2.976 0.730
H 11.217 5.263 -0.789
H 11.211 4.753 -2.493
H 13.131 3.626 -1.498
H 11.883 2.369 -1.656
Br -0.414 -7.376 3.608
C 0.830 -5.923 3.982
C 0.172 -4.577 3.794
Br 0.005 -4.124 1.901
H 1.698 -6.073 3.339
H 1.126 -6.064 5.021
H 0.790 -3.784 4.221
H -0.830 -4.522 4.222
Br -0.426 0.263 0.110
C -1.679 1.757 0.192
C -2.152 2.151 -1.186
Br -0.787 3.172 -2.135
H -1.176 2.565 0.724
H -2.514 1.395 0.796
H -3.012 2.820 -1.121
H -2.407 1.299 -1.816
Br 11.389 7.633 0.265
C 13.215 8.295 0.102
C 14.219 7.203 0.381
Br 14.372 6.854 2.292
H 13.306 9.147 0.775
H 13.301 8.642 -0.929
H 15.218 7.510 0.067
H 13.969 6.255 -0.096
Br -5.385 -0.776 -1.044
C -6.904 -0.528 0.152
C -7.084 -1.716 1.062
Br -7.902 -3.214 0.118
H -7.773 -0.328 -0.474
H -6.666 0.366 0.731
H -7.776 -1.479 1.872
H -6.147 -2.081 1.485
Br 9.277 -6.247 -2.108
C 9.518 -4.613 -1.071
C 9.753 -4.920 0.387
Br 8.091 -5.404 1.285
H 8.638 -3.993 -1.246
H 10.392 -4.127 -1.507
H 10.112 -4.034 0.913
H 10.452 -5.741 0.549
Br -10.052 0.685 1.603
C -11.144 -0.667 0.716
C -11.618 -0.189 -0.634
Br -13.089 1.077 -0.459
H -11.958 -0.914 1.397
H -10.489 -1.534 0.609
H -12.025 -1.019 -1.214
H -10.839 0.307 -1.214
Br 1.729 2.945 -5.575
C 0.478 4.438 -5.493
C 0.006 4.833 -6.870
Br 1.368 5.853 -7.821
H 0.982 5.246 -4.961
H -0.356 4.077 -4.889
H -0.855 5.502 -6.804
H -0.250 3.981 -7.499
Br -16.479 -0.362 -4.012
C -17.661 0.380 -2.651
C -16.898 0.743 -1.401
Br -16.464 -0.842 -0.352
H -18.448 -0.355 -2.478
H -18.097 1.270 -3.108
H -17.511 1.361 -0.742
H -15.958 1.257 -1.604
Br 11.591 -5.549 3.354
C 11.910 -7.446 3.665
C 13.164 -7.911 2.968
Br 12.868 -8.135 1.054
H 11.014 -7.976 3.341
H 12.012 -7.543 4.747
H 13.460 -8.898 3.328
H 14.001 -7.222 3.082
Br -16.568 3.651 -4.170
C -17.688 4.424 -5.566
C -19.027 4.851 -5.019
Br -20.198 3.318 -4.740
H -17.763 3.681 -6.361
H -17.129 5.287 -5.933
H -19.552 5.483 -5.738
H -18.956 5.375 -4.066
Br -13.023 1.731 -4.584
C -12.122 3.425 -4.929
C -12.491 3.975 -6.284
Br -11.553 3.032 -7.710
H -11.053 3.247 -4.811
H -12.463 4.094 -4.137
H -12.175 5.015 -6.376
H -13.557 3.903 -6.503
Br 1.415 -6.107 7.611
C 1.724 -8.013 7.879
C 2.965 -8.478 7.156
Br 2.651 -8.673 5.239
H 0.819 -8.530 7.558
H 1.841 -8.131 8.957
H 3.256 -9.473 7.496
H 3.810 -7.798 7.270
Br 8.549 9.681 2.790
C 7.493 9.380 1.179
C 6.538 8.226 1.358
Br 7.464 6.515 1.233
H 8.198 9.233 0.360
H 6.947 10.311 1.020
H 5.801 8.209 0.553
H 6.021 8.238 2.318

Output
- Total charge: 0
- HOMO: -0.2823 Eh
- E_LUMO: -0.0425 Eh

# 2
A structure of composition C41H68BGeN5O9RuSbSi2, computed with ωB97M-V with the def2-TZVPD basis set.

Element x y z (Å)
Ru -0.112 0.433 -0.637
C 2.885 0.630 2.024
Si 2.079 2.196 1.345
C 1.820 3.174 2.934
C 3.416 3.092 0.357
N 0.618 1.962 0.491
C -0.283 3.043 0.413
C 0.045 4.385 0.568
C -0.924 5.393 0.533
C -2.244 5.040 0.324
C -2.581 3.701 0.120
C -1.619 2.684 0.131
N -1.867 1.342 -0.102
Si -3.420 0.869 -0.692
C -3.542 -0.966 -1.043
C -3.949 1.798 -2.245
C -4.751 1.219 0.617
H 3.961 0.800 2.131
H 2.743 -0.261 1.421
H 2.488 0.425 3.021
H 2.783 3.335 3.432
H 1.185 2.592 3.610
H 1.341 4.140 2.785
H 4.374 3.077 0.889
H 3.153 4.133 0.160
H 3.558 2.609 -0.615
H 1.084 4.663 0.700
H -0.635 6.431 0.649
H -3.019 5.797 0.290
H -3.613 3.448 -0.076
H -3.743 -1.139 -2.104
H -4.361 -1.416 -0.478
H -2.626 -1.499 -0.792
H -3.065 2.171 -2.766
H -4.601 2.645 -2.019
H -4.487 1.133 -2.928
H -4.352 1.023 1.615
H -5.621 0.573 0.457
H -5.095 2.255 0.591
C -0.726 -3.249 4.464
Ge 0.098 -1.510 4.108
C -0.918 -0.093 4.976
C 1.889 -1.598 4.887
C 0.079 -1.147 2.162
H -1.816 -3.190 4.429
H -0.424 -3.602 5.452
H -0.410 -3.976 3.715
H -1.968 -0.375 5.052
H -0.862 0.817 4.376
H -0.529 0.116 5.974
H 1.821 -2.146 5.829
H 2.293 -0.605 5.088
H 2.581 -2.121 4.226
H 0.867 -1.687 1.639
H 0.201 -0.069 2.054
C 5.656 -1.288 -2.398
C 4.848 -0.265 -1.605
C 5.501 -0.081 -0.233
Sb 2.714 -0.697 -1.462
C 2.895 -2.828 -1.807
C 3.357 -3.481 -0.504
C 1.608 -3.469 -2.305
C 2.331 0.069 -3.448
C 2.426 1.591 -3.360
C 3.190 -0.445 -4.597
H 6.678 -0.915 -2.545
H 5.241 -1.511 -3.376
H 5.736 -2.230 -1.850
H 4.861 0.698 -2.121
H 5.503 -1.019 0.331
H 4.987 0.663 0.370
H 6.546 0.236 -0.338
H 3.670 -2.953 -2.565
H 2.604 -3.356 0.280
H 4.294 -3.059 -0.129
H 3.508 -4.559 -0.639
H 0.774 -3.298 -1.626
H 1.745 -4.554 -2.407
H 1.307 -3.079 -3.280
H 1.308 -0.238 -3.626
H 3.466 1.901 -3.189
H 1.807 2.008 -2.565
H 2.083 2.042 -4.293
H 4.224 -0.101 -4.513
H 2.796 -0.056 -5.542
H 3.195 -1.537 -4.670
O -2.188 -1.497 -7.851
N -2.360 -2.361 -7.005
O -2.815 -3.468 -7.256
C -2.000 -2.045 -5.622
C -2.153 -3.017 -4.676
C -1.755 -2.751 -3.366
C -1.155 -1.510 -2.967
O -0.557 -1.313 -1.879
C -1.187 -0.474 -4.002
C -1.528 -0.764 -5.309
N -0.775 0.822 -3.711
O -0.738 1.276 -2.482
O -0.603 1.634 -4.665
N -1.971 -3.841 -2.423
O -1.571 -3.726 -1.280
O -2.577 -4.837 -2.820
H -2.553 -3.984 -4.928
H -1.440 0.009 -6.055
C -7.137 -5.215 0.523
C -5.789 -5.611 1.139
C -6.043 -6.377 2.444
C -5.078 -6.543 0.154
C -4.944 -4.372 1.447
C -5.529 -3.261 2.061
C -4.805 -2.115 2.396
C -3.465 -2.119 2.098
O -2.533 -1.131 2.281
B -1.322 -1.683 1.826
O -1.531 -2.989 1.372
C -2.868 -3.222 1.520
C -3.569 -4.353 1.180
H -7.693 -6.113 0.243
H -6.992 -4.607 -0.372
H -7.757 -4.647 1.218
H -6.645 -7.272 2.256
H -6.571 -5.750 3.166
H -5.098 -6.685 2.897
H -5.747 -7.361 -0.122
H -4.181 -6.985 0.591
H -4.783 -6.018 -0.757
H -6.590 -3.266 2.274
H -5.283 -1.246 2.826
H -3.055 -5.158 0.676

Output
- Multiplicity: 2
- Total charge: -2
- HOMO (spin up / spin down): -0.0394 / -0.0445 Eh
- Relative energy (zero: lowest compared OMol25 entry of this formula, charge and spin): 0.221 eV
- E_LUMO (spin up / spin down): 0.1396 / 0.1396 Eh

# 3
A cluster of 6 separate species, C41H68ClFN4O17 in total in a non-equilibrium geometry, computed with ωB97M-V with the def2-TZVPD basis set.

Element x y z (Å)
H -3.776 -2.584 -0.141
N -2.913 -2.963 -0.535
C -1.938 -2.338 -0.064
C -0.513 -2.677 -0.472
C 0.104 -1.438 -1.224
C -0.898 -1.145 -2.379
O 1.329 -1.706 -1.879
C 2.215 -2.622 -1.250
C 2.169 -4.067 -1.817
N 3.335 -4.857 -1.375
C 3.405 -4.989 0.085
C 4.437 -4.063 0.742
C 4.549 -4.269 2.284
O 5.741 -4.290 0.164
O 0.092 -0.253 -0.445
C 0.941 -0.300 0.688
C 2.378 0.217 0.338
C 2.391 1.334 -0.729
C 3.544 2.327 -0.361
C 4.877 1.845 -1.011
C 6.142 2.277 -0.239
C 6.863 1.093 0.444
O 5.978 0.245 1.208
C 5.637 0.743 2.393
C 4.716 -0.138 3.241
O 5.980 1.787 2.821
C 0.369 0.752 1.722
N 0.832 0.538 3.085
Cl 0.357 -0.980 3.750
C -1.142 0.960 1.592
O -1.536 1.715 0.786
N -2.100 0.309 2.436
C -3.384 0.885 2.176
O -3.780 1.822 2.681
F -4.131 0.202 1.318
H -2.100 -1.510 0.641
H -0.613 -3.466 -1.224
H 0.076 -2.987 0.401
H -1.708 -0.482 -2.052
H -0.383 -0.696 -3.237
H -1.380 -2.070 -2.719
H 2.187 -2.612 -0.154
H 3.234 -2.273 -1.508
H 2.136 -4.053 -2.914
H 1.285 -4.609 -1.454
H 4.166 -4.374 -1.712
H 2.439 -4.686 0.528
H 3.550 -6.032 0.411
H 4.212 -2.997 0.571
H 3.782 -4.932 2.706
H 5.558 -4.588 2.495
H 4.428 -3.299 2.794
H 6.284 -3.548 0.461
H 1.052 -1.291 1.148
H 2.747 0.673 1.276
H 3.075 -0.598 0.109
H 1.457 1.900 -0.801
H 2.692 0.906 -1.695
H 3.707 2.388 0.727
H 3.301 3.348 -0.692
H 4.899 2.233 -2.039
H 4.840 0.745 -1.061
H 5.975 3.110 0.454
H 6.874 2.643 -0.980
H 7.717 1.437 1.041
H 7.269 0.447 -0.346
H 5.294 -0.649 4.018
H 3.900 0.449 3.674
H 4.278 -0.895 2.570
H 0.809 1.710 1.410
H 1.835 0.659 3.177
H -1.918 0.546 3.413
O -4.317 -0.692 -2.619
C -5.453 -0.509 -2.294
C -6.028 -0.652 -0.900
C -7.527 -0.689 -1.169
C -7.644 0.141 -2.436
O -6.418 -0.091 -3.153
H -5.741 0.217 -0.310
H -5.678 -1.567 -0.427
H -8.133 -0.307 -0.349
H -7.840 -1.716 -1.368
H -7.728 1.209 -2.229
H -8.488 -0.163 -3.052
O -9.015 2.525 -4.167
C -8.206 3.202 -4.737
C -6.720 2.932 -4.847
C -6.183 4.280 -5.311
C -7.362 4.846 -6.082
O -8.530 4.325 -5.423
H -6.558 2.149 -5.589
H -6.306 2.635 -3.888
H -5.273 4.213 -5.904
H -5.972 4.909 -4.443
H -7.375 4.516 -7.124
H -7.389 5.934 -6.059
O 6.490 -4.277 4.306
C 7.537 -4.814 4.084
C 8.270 -5.780 4.991
C 9.665 -5.801 4.378
C 9.376 -5.510 2.915
O 8.220 -4.655 2.923
H 7.784 -6.755 4.934
H 8.280 -5.419 6.016
H 10.201 -6.736 4.532
H 10.265 -4.996 4.804
H 9.135 -6.413 2.350
H 10.201 -4.998 2.424
O -15.369 2.315 -5.032
C -14.192 2.488 -4.901
C -13.524 3.615 -4.140
C -12.089 3.544 -4.647
C -11.942 2.071 -4.982
O -13.253 1.647 -5.402
H -13.591 3.406 -3.071
H -13.992 4.569 -4.370
H -11.349 3.896 -3.933
H -11.991 4.143 -5.555
H -11.644 1.476 -4.117
H -11.231 1.902 -5.787
O 2.768 3.758 3.501
C 3.551 4.250 4.265
C 4.963 3.778 4.531
C 5.305 4.503 5.827
C 4.458 5.760 5.723
O 3.285 5.364 4.993
H 5.602 4.090 3.707
H 4.994 2.703 4.647
H 6.367 4.708 5.951
H 4.977 3.905 6.680
H 4.961 6.555 5.168
H 4.165 6.143 6.699

Output
- Total charge: 0
- HOMO: -0.3176 Eh
- Relative energy (zero: lowest compared OMol25 entry of this formula, charge and spin): 0.809 eV
- E_LUMO: 0.0138 Eh

Which of these has the lowest total charge? C41H68BGeN5O9RuSbSi2

Which value of total charge does entry 1 give? 0